1.
A structure of composition C13H25N3O3PPbS3, computed with the ωB97M-V functional and the def2-TZVPD basis.

The geometry in XYZ format:
```
49
Properties=species:S:1:pos:R:3:forces:R:3
Pb 0.15320 -0.53530 -0.70560 0.3 -0.8 1.2
C -6.60170 0.45670 -0.55760 0.4 0.0 0.0
C -5.18980 0.97090 -0.77170 -0.3 0.3 0.0
O -4.30280 -0.14850 -0.85890 0.1 -0.3 0.0
P -3.07600 -0.32040 0.13240 0.3 0.0 0.1
S -2.29720 -2.12410 -0.15590 -0.6 0.5 0.3
S -1.82040 1.27930 -0.08940 -0.8 -0.1 0.1
O -3.84720 -0.15950 1.53750 -0.1 0.0 -0.6
C -3.17470 -0.21330 2.79330 0.2 0.0 0.4
C -3.99570 0.54540 3.82190 0.2 -0.2 -0.3
H -7.31620 1.27300 -0.62760 -0.1 0.1 0.0
H -6.67900 -0.00250 0.42530 -0.1 -0.1 0.0
H -6.83150 -0.28650 -1.31820 -0.1 0.0 0.0
H -4.88850 1.63100 0.04630 0.0 0.0 -0.1
H -5.10000 1.51490 -1.71540 0.0 0.0 0.1
H -2.17220 0.21510 2.69140 -0.1 -0.1 0.0
H -3.08170 -1.26450 3.08420 0.1 0.1 -0.1
H -4.04620 1.60220 3.57590 0.0 0.1 0.0
H -3.53780 0.43370 4.80180 0.0 0.0 0.1
H -5.00600 0.14740 3.85610 -0.1 0.0 0.1
O 0.29000 0.27980 1.96770 -0.1 0.1 -0.3
C 1.51960 -0.18690 2.47950 0.5 -0.3 0.4
C 2.67120 -0.14420 1.50400 0.1 0.3 0.7
C 3.95980 -0.15930 1.98140 -0.2 0.0 -0.1
C 5.04110 -0.15430 1.09920 0.2 -0.1 0.1
C 4.74450 -0.06150 -0.26690 -0.2 0.0 -0.1
C 3.43910 -0.05460 -0.67360 0.6 0.2 -0.3
N 2.37710 -0.13310 0.17510 -0.7 -0.1 -0.1
H 0.37960 1.21310 1.73390 -0.1 0.0 0.0
H 1.33120 -1.22560 2.77840 -0.1 0.1 0.0
H 1.79960 0.37990 3.37890 0.0 -0.2 -0.1
H 4.12770 -0.18720 3.04840 0.0 0.0 0.1
H 6.05570 -0.20110 1.45820 0.1 0.0 0.0
H 5.53710 0.01580 -0.99580 0.0 0.0 -0.1
H 3.19250 0.02400 -1.72050 0.1 -0.1 -0.1
C -0.58250 -1.84570 -5.91790 -0.2 0.1 -0.2
N -0.44590 -1.28390 -4.58620 0.6 0.6 0.2
C 0.02400 -0.01060 -4.37780 0.0 0.1 0.0
S 1.05830 0.35190 -3.07300 0.0 0.3 -1.5
N -0.33050 0.97350 -5.24690 0.3 -1.4 0.2
C 0.28860 2.27100 -5.18820 0.3 0.5 0.1
H -0.90670 -2.87960 -5.81860 0.0 0.1 0.0
H 0.35830 -1.82500 -6.48510 -0.1 0.0 0.1
H -1.34730 -1.30490 -6.47650 0.0 -0.1 -0.1
H -0.09310 -1.94220 -3.90530 0.0 0.2 0.0
H -0.66150 0.68270 -6.15340 -0.2 0.0 0.1
H 0.17480 2.68260 -4.18680 -0.1 0.1 -0.1
H -0.19630 2.92220 -5.91030 0.0 0.0 0.0
H 1.36040 2.21620 -5.40330 -0.1 0.0 0.0
```
Positions in Å, forces in eV/Å.

Output
- Expectation value of S²: 0.766
- LUMO level (alpha / beta): 0.1 / 0.1 eV
- ΔE to the lowest compared entry with this formula, charge and spin: 31.2 kcal/mol
- Multiplicity: 2
- Frontier orbital gap (alpha / beta): 0.1407 / 0.2801 Ha

=====

2.
A structure of composition C19H37N2O9PS, computed with the ωB97M-V functional and the def2-TZVPD basis.

The geometry in XYZ format:
```
69
Properties=species:S:1:pos:R:3:forces:R:3
C 3.36090 4.27372 4.37022 -0.2 -0.4 -0.1
C 4.09235 3.38995 4.69758 0.3 0.2 0.0
O 4.88981 2.40776 5.05027 -0.3 -0.2 -0.1
P 4.19578 0.93730 4.79285 0.9 -0.9 -0.3
O 5.06750 -0.14094 5.21353 0.4 0.1 0.3
O 2.82369 1.02420 5.58998 0.1 0.4 -0.2
O 3.87114 0.92485 3.25774 -0.9 0.3 0.5
C 2.48385 0.80638 2.85228 -0.2 -0.4 -0.8
C 1.87372 -0.55851 3.12232 -0.1 0.4 0.3
C 0.35113 -0.43828 3.08450 0.1 -0.7 0.0
C -0.30554 -1.68866 3.70298 0.4 0.0 0.0
C -0.91434 -1.41632 5.07698 0.1 0.1 -0.7
C -2.07222 -0.43154 5.05520 -0.2 -0.3 0.8
C -3.38186 -1.07306 4.57674 0.2 0.4 0.1
S -4.10471 -0.30922 3.10699 0.0 -0.1 -0.5
C -5.00518 0.97359 3.85620 0.2 -0.5 0.3
N -5.46297 1.02059 5.05839 0.0 0.2 0.0
N -6.08204 2.26385 5.17334 0.0 0.1 -0.1
C -5.95204 2.84003 4.03818 0.1 -0.5 0.3
O -5.27116 2.07599 3.13408 -0.2 0.4 0.0
H 2.55385 4.84545 4.00669 -0.1 0.6 0.0
H 3.06225 1.25310 6.49996 -0.4 -0.1 0.2
H 2.48355 0.95112 1.77828 0.2 0.2 -0.2
H 1.86833 1.59618 3.26840 0.2 0.2 0.4
H 2.23459 -1.27359 2.38937 0.0 -0.2 -0.1
H 2.15361 -0.93936 4.10023 0.2 0.1 0.2
H 0.05994 -0.29454 2.04808 -0.3 0.2 -0.1
H 0.05694 0.41731 3.68407 0.0 0.3 -0.1
H -1.00647 -2.17444 3.02870 -0.3 0.1 -0.1
H 0.49677 -2.40511 3.86198 0.0 -0.4 -0.1
H -0.11656 -1.02939 5.70582 0.1 0.1 0.2
H -1.24558 -2.35832 5.50791 0.0 -0.1 0.2
H -2.23090 -0.12211 6.08526 -0.1 0.2 0.1
H -1.82626 0.47501 4.51595 0.0 0.1 -0.3
H -3.22266 -2.12032 4.34714 -0.1 -0.2 -0.3
H -4.12038 -1.01450 5.36358 -0.3 -0.1 0.1
H -6.30445 3.81012 3.76748 -0.1 0.2 -0.3
C -0.35934 -1.30639 -1.18276 0.0 0.0 0.1
O 0.72351 -0.58602 -0.61774 0.0 0.0 -0.1
C 1.97314 -0.88756 -1.22244 0.0 0.1 0.3
C 2.38715 0.17149 -2.22034 0.1 -0.2 -0.3
O 1.50877 0.21937 -3.33332 -0.1 0.0 0.1
C 0.56041 1.26966 -3.25194 0.0 0.0 -0.1
H -1.28232 -0.83222 -0.85184 0.0 0.0 0.1
H -0.32844 -1.29108 -2.27420 0.0 0.0 0.0
H -0.35106 -2.34482 -0.83449 0.0 0.0 -0.1
H 1.94267 -1.87183 -1.69853 0.0 0.0 0.0
H 2.71979 -0.92452 -0.42199 0.0 0.0 0.0
H 3.38092 -0.07967 -2.60347 0.0 0.0 0.0
H 2.45196 1.15085 -1.73665 0.0 0.0 0.0
H 1.03330 2.22832 -3.48932 0.0 0.0 0.0
H 0.10256 1.32807 -2.26201 0.0 0.0 0.0
H -0.21743 1.07180 -3.98792 0.0 0.0 0.0
C -1.30757 0.75311 -7.03944 0.1 0.0 0.0
O 0.07421 0.47505 -7.16479 -0.1 -0.1 0.0
C 0.47304 -0.71439 -6.49624 0.2 0.2 -0.1
C 0.61325 -1.87604 -7.45460 -0.2 -0.2 0.1
O -0.63151 -2.24831 -8.02789 0.0 0.2 0.0
C -0.81947 -1.74086 -9.33672 0.0 -0.1 0.0
H -1.56243 1.51137 -7.77838 0.0 0.0 0.0
H -1.91778 -0.13425 -7.22235 0.0 0.0 0.0
H -1.53198 1.14597 -6.04097 -0.1 0.0 0.0
H -0.22980 -0.95999 -5.69426 0.0 0.0 0.0
H 1.44540 -0.51638 -6.03750 0.0 0.0 0.1
H 0.98257 -2.74364 -6.89903 0.0 0.0 0.0
H 1.34279 -1.64102 -8.23540 0.0 0.1 0.0
H -0.22776 -2.31620 -10.05718 0.0 0.1 0.0
H -0.54553 -0.68593 -9.40725 0.0 0.0 0.0
H -1.87428 -1.84685 -9.58541 0.0 -0.1 0.0
```
Positions in Å, forces in eV/Å.

Output
- LUMO level: 0.4 eV
- Frontier orbital gap: 0.3513 Ha

=====

3.
The ion C5H9O3 with charge -1, computed with the ωB97M-V functional and the def2-TZVPD basis.

The geometry in XYZ format:
```
17
Properties=species:S:1:pos:R:3:forces:R:3
O 3.86549 0.48935 0.69308 0.2 0.0 0.1
C 2.97617 0.14016 -0.11197 0.0 0.1 0.3
O 3.03852 0.03408 -1.34999 0.1 0.0 -0.6
C 1.60902 -0.22413 0.51394 -0.3 0.1 0.1
C 0.41846 0.35795 -0.24978 -0.2 -0.1 0.0
C -0.88132 -0.46417 -0.13586 0.0 0.1 0.0
C -2.11636 0.39209 0.07107 -0.1 -0.3 0.1
O -3.30047 -0.38278 0.33527 0.0 0.1 -0.1
H 1.60415 0.12462 1.54758 0.0 -0.1 0.1
H 1.53546 -1.31611 0.53082 0.0 0.0 -0.1
H 0.70143 0.43985 -1.29861 0.1 0.0 0.0
H 0.23136 1.37438 0.11139 0.0 0.1 0.0
H -0.83438 -1.16130 0.70468 0.1 0.0 0.0
H -1.00474 -1.06061 -1.04504 0.0 -0.1 0.0
H -1.97724 1.00708 0.96214 0.0 0.1 -0.1
H -2.29312 1.04419 -0.78873 0.1 0.1 0.0
H -3.57243 -0.79464 -0.49000 0.1 0.0 0.0
```
Positions in Å, forces in eV/Å.

Output
- LUMO level: 3.1 eV
- ΔE to the lowest compared entry with this formula, charge and spin: 10.2 kcal/mol
- SMILES: O=C([O-])CCCCO
- Total charge: -1
- Frontier orbital gap: 0.2582 Ha